Entry from the OMol25 dataset: C3H7NO3 as an isolated structure (ωB97M-V/def2-TZVPD).

Computed properties:
Molar mass = 105.1 g/mol
Total charge = 0
DFT total energy = -10856.7585 eV
LUMO energy = 0.851 eV
Frontier orbital gap = 10.8 eV

```
14
C3H7NO3 | the OMol25 dataset | ωB97M-V/def2-TZVPD
C 0.23 -1.32 1.34
C 0.16 -0.93 -0.12
N 0.95 0.23 -0.53
H 1.58 0.62 0.16
H 0.34 -1.80 -0.77
H 0.04 -0.44 1.96
H -0.52 -2.07 1.55
H 1.22 -1.72 1.57
C -0.31 0.94 -0.65
O -0.51 1.86 0.33
O -0.54 1.54 -1.86
O -1.05 -0.26 -0.48
H -1.25 2.43 0.08
H -0.33 0.92 -2.58
```

Atom charges from the Mulliken analysis, given in e for atoms 1 to 5:
1. C -1.27
2. C 0.36
3. N -0.57
4. H 0.28
5. H 0.27